# C5H12N2O2

A single C5H12N2O2 molecule at a distorted geometry (ωB97M-V/def2-TZVPD, OMol25).

Output
Structure (SMILES)   C[C@H](O)NC(=O)N(C)C
HOMO level   -9.322 eV
Total energy   -457.7070 hartree
Orbital gap   10.19 eV
ΔE to the lowest compared entry with this formula, charge and spin   1.142 eV

Bonds (Å) are listed after each position.
Atoms and positions in Å:
1 H 1.52 -1.54 -1.66  C10 1.090
2 O 1.82 2.00 0.68  C3 1.395, H15 0.971
3 C 1.14 1.10 1.51  O2 1.395, C5 1.531, H14 1.094, N18 1.460
4 H -2.09 -0.72 -1.94  C11 1.096
5 C -0.03 1.77 2.23  C3 1.531, H19 1.087, H20 1.088, H21 1.087
6 H 0.72 -1.11 0.86  N18 1.069
7 O -0.39 1.14 -0.91  C13 1.210
8 H -2.35 -1.11 -0.23  C11 1.088
9 N -0.36 -1.25 -0.81  C10 1.460, C11 1.459, C13 1.458
10 C 0.47 -1.65 -1.94  H1 1.090, N9 1.460, H16 1.089, H17 1.097
11 C -1.78 -1.37 -1.12  H4 1.096, H8 1.088, N9 1.459, H12 1.089
12 H -2.00 -2.41 -1.40  C11 1.089
13 C -0.04 0.10 -0.39  O7 1.210, N9 1.458, N18 1.342
14 H 1.88 0.74 2.23  C3 1.094
15 H 1.20 2.29 0.00  O2 0.971
16 H 0.27 -2.69 -2.18  C10 1.089
17 H 0.28 -1.03 -2.83  C10 1.097
18 N 0.67 -0.05 0.74  C3 1.460, H6 1.069, C13 1.342
19 H -0.50 1.06 2.91  C5 1.087
20 H -0.77 2.10 1.49  C5 1.088
21 H 0.32 2.63 2.79  C5 1.087